1.
Here is a structure of composition C37H61CrN7OSSi4Te from the OMol25 dataset. Energies are from ωB97M-V with the def2-TZVPD basis set.

Computed properties:
Relative energy (zero: lowest compared OMol25 entry of this formula, charge and spin), kcal per mole: 1.6
Spin multiplicity: 4
<S²>: 3.84
Total charge: +1
Kohn-Sham gap (spin up / spin down), eV: 6.66 / 6.97

Last column: Löwdin spin population.
Geometry (Å):
1 Cr -0.70 -0.11 0.30  2.9652
2 C 1.67 3.10 6.14  0.0005
3 C 0.95 2.62 4.91  0.0027
4 C 0.13 3.48 4.18  -0.0003
5 C -0.55 3.02 3.08  0.0026
6 C -0.49 1.68 2.66  0.0045
7 N -1.26 1.26 1.57  0.0133
8 C -2.60 1.60 1.57  0.0034
9 C -3.34 1.73 2.77  0.0048
10 C -4.68 2.06 2.78  -0.0006
11 C -5.39 2.25 1.60  0.0060
12 C -6.85 2.62 1.61  0.0010
13 C -4.69 2.09 0.41  -0.0007
14 C -3.34 1.78 0.38  0.0063
15 N -2.69 1.73 -0.88  0.0037
16 C -3.00 2.47 -1.96  0.0091
17 C -2.13 2.12 -2.97  0.0035
18 C -1.30 1.16 -2.41  0.0073
19 N -1.65 0.92 -1.14  -0.0086
20 C 0.37 0.83 3.37  0.0038
21 C 1.08 1.32 4.47  -0.0001
22 N 0.51 -0.54 3.03  0.0017
23 C 1.04 -1.51 3.82  0.0099
24 C 1.10 -2.67 3.07  0.0028
25 C 0.57 -2.32 1.83  0.0096
26 N 0.21 -1.04 1.82  -0.0112
27 H 1.01 3.72 6.75  0.0001
28 H 2.53 3.72 5.86  0.0002
29 H 2.03 2.27 6.74  0.0000
30 H 0.05 4.51 4.48  -0.0001
31 H -1.18 3.69 2.51  0.0001
32 H -2.82 1.59 3.71  0.0002
33 H -5.18 2.17 3.73  -0.0002
34 H -7.12 3.05 2.57  0.0001
35 H -7.48 1.74 1.45  0.0004
36 H -7.08 3.33 0.82  0.0001
37 H -5.22 2.22 -0.53  -0.0002
38 H -3.77 3.22 -1.95  0.0005
39 H -2.08 2.52 -3.97  0.0001
40 H -0.45 0.65 -2.85  -0.0002
41 H 1.78 0.67 4.99  -0.0001
42 H 1.34 -1.34 4.83  0.0005
43 H 1.48 -3.62 3.39  0.0000
44 H 0.46 -2.91 0.94  0.0005
45 C -0.52 -4.11 -2.15  -0.0007
46 S -0.60 -2.31 -2.32  0.0052
47 C -2.37 -2.24 -2.70  0.0022
48 O -0.46 -1.82 -0.91  0.0147
49 H -1.25 -4.43 -1.41  0.0000
50 H 0.49 -4.36 -1.82  0.0000
51 H -0.71 -4.57 -3.12  -0.0002
52 H -2.59 -2.94 -3.51  0.0001
53 H -2.61 -1.23 -3.03  0.0001
54 H -2.92 -2.49 -1.80  0.0001
55 C 1.33 -1.19 -5.48  -0.0004
56 Si 2.32 0.28 -4.76  0.0011
57 C 3.96 0.12 -5.69  0.0015
58 C 1.46 1.85 -5.40  -0.0001
59 Si 3.00 0.53 -2.47  -0.0019
60 Te 1.60 0.85 -0.33  -0.0743
61 Si 4.03 2.67 -2.38  -0.0069
62 C 2.68 3.99 -2.46  0.0008
63 C 4.96 2.78 -0.74  -0.0032
64 C 5.25 2.97 -3.79  -0.0024
65 Si 4.53 -1.21 -2.01  0.0019
66 C 4.96 -1.29 -0.17  0.0008
67 C 3.81 -2.89 -2.55  0.0004
68 C 6.14 -0.94 -2.97  0.0002
69 H 1.71 -1.40 -6.49  0.0000
70 H 0.26 -0.98 -5.58  0.0000
71 H 1.46 -2.10 -4.90  0.0001
72 H 3.83 0.28 -6.76  0.0002
73 H 4.38 -0.89 -5.56  0.0000
74 H 4.71 0.83 -5.33  0.0000
75 H 1.08 1.71 -6.42  0.0000
76 H 2.16 2.68 -5.42  0.0000
77 H 0.61 2.15 -4.78  0.0000
78 H 1.94 3.81 -1.67  0.0011
79 H 2.17 3.97 -3.42  -0.0001
80 H 3.09 4.99 -2.31  0.0000
81 H 4.31 2.47 0.08  -0.0033
82 H 5.30 3.80 -0.53  0.0000
83 H 5.84 2.13 -0.74  -0.0001
84 H 4.74 3.06 -4.75  0.0000
85 H 5.98 2.16 -3.87  0.0000
86 H 5.81 3.90 -3.63  -0.0004
87 H 4.06 -1.33 0.45  0.0010
88 H 5.51 -0.39 0.12  0.0000
89 H 5.58 -2.16 0.06  0.0000
90 H 2.84 -3.08 -2.08  0.0001
91 H 4.47 -3.71 -2.27  0.0000
92 H 3.67 -2.93 -3.63  0.0000
93 H 6.64 -0.03 -2.63  0.0000
94 H 5.96 -0.84 -4.04  0.0000
95 H 6.83 -1.77 -2.82  0.0000
96 N -2.52 -1.17 0.86  0.0056
97 C -2.93 -1.79 1.76  0.0103
98 N -3.41 -2.47 2.76  0.0027
99 C -4.32 -1.86 3.74  0.0005
100 C -5.49 -2.80 4.03  0.0002
101 C -5.07 -4.28 3.90  0.0000
102 C -3.58 -4.43 4.22  0.0001
103 C -2.76 -3.74 3.14  0.0007
104 H -4.67 -0.91 3.34  0.0000
105 H -3.76 -1.66 4.65  0.0000
106 H -6.32 -2.60 3.35  0.0000
107 H -5.84 -2.60 5.04  0.0000
108 H -5.24 -4.63 2.87  0.0000
109 H -5.67 -4.90 4.56  0.0000
110 H -3.30 -5.48 4.24  0.0000
111 H -3.37 -4.01 5.20  0.0000
112 H -2.71 -4.36 2.24  0.0001
113 H -1.74 -3.56 3.48  0.0000

---

2.
Here is an isolated molecule of C5H11NO from the OMol25 dataset. Energies are from ωB97M-V with the def2-TZVPD basis set.

Computed properties:
Relative energy (zero: lowest compared OMol25 entry of this formula, charge and spin), kcal per mole: 63.0
SMILES: C=C(N)CCCO
Total charge: 0
Kohn-Sham gap, eV: 8.87

Last column: natural (NBO) charge in e.
Geometry (Å):
1 C 1.34 -0.37 0.82  -0.0711
2 O 2.32 -0.34 -0.19  -0.7350
3 C 0.58 0.92 1.01  -0.4460
4 C -0.29 1.15 -0.28  -0.4561
5 C -1.07 -0.09 -0.51  0.2069
6 C -1.27 -0.64 -1.73  -0.5409
7 N -1.92 -0.39 0.62  -0.8451
8 H 0.73 -1.28 0.76  0.1768
9 H 2.02 -0.67 1.73  0.1582
10 H 2.36 -1.20 -0.67  0.4786
11 H 1.28 1.77 1.01  0.2233
12 H 0.01 1.07 1.91  0.2128
13 H 0.31 1.35 -1.19  0.2346
14 H -0.96 2.04 -0.05  0.2313
15 H -0.46 -0.85 -2.50  0.2243
16 H -2.30 -1.09 -1.83  0.1988
17 H -1.53 -0.22 1.56  0.3758
18 H -2.35 -1.28 0.64  0.3729

---

3.
Here is a structure of composition C28H44BrMgN3P2 from the OMol25 dataset. Energies are from ωB97M-V with the def2-TZVPD basis set.

Computed properties:
Relative energy (zero: lowest compared OMol25 entry of this formula, charge and spin), kcal per mole: 65.1
Total charge: +2
Kohn-Sham gap (spin up / spin down), eV: 3.48 / 3.48

Last column: Löwdin charge in e.
Geometry (Å):
1 N -5.55 3.29 -2.01  0.1276
2 C -5.06 3.49 -0.79  -0.0817
3 C -3.83 2.97 -0.35  0.0288
4 C -3.01 2.20 -1.23  -0.1535
5 C -3.52 2.07 -2.54  0.0540
6 C -4.80 2.57 -2.85  -0.0785
7 C -1.79 1.56 -0.71  0.0319
8 Mg -0.04 0.29 0.48  0.7062
9 P 3.40 -0.26 0.60  0.9806
10 C -0.70 0.99 -1.42  -0.2698
11 C 0.39 1.88 -1.88  -0.2754
12 C 1.16 1.64 -3.03  -0.0369
13 C 2.32 2.35 -3.30  -0.0972
14 C 2.75 3.37 -2.43  -0.7379
15 C 1.80 3.81 -1.49  -0.1106
16 C 0.70 3.03 -1.14  -0.0729
17 Br 4.39 4.18 -2.57  0.8600
18 H -1.65 1.67 0.40  0.0714
19 H -0.80 -0.02 -1.84  0.0711
20 H -3.49 3.16 0.67  0.1216
21 H -2.92 1.54 -3.29  0.1347
22 H -5.68 4.08 -0.11  0.1296
23 H -5.25 2.38 -3.83  0.1330
24 H 0.84 0.85 -3.72  0.1256
25 H 0.20 3.21 -0.19  0.1142
26 H 2.91 2.12 -4.18  0.1200
27 H 1.98 4.74 -0.98  0.1103
28 P -1.16 -2.10 0.19  0.9407
29 C 3.07 1.50 0.75  -0.4394
30 C 4.45 2.16 0.92  -0.1534
31 H 2.39 1.72 1.59  0.0716
32 H 2.58 1.84 -0.18  0.0301
33 H 4.35 3.17 1.32  0.0719
34 H 5.07 1.57 1.61  0.0649
35 H 4.98 2.25 -0.02  0.0590
36 C 3.08 -0.66 -1.14  -0.4139
37 C 4.26 -1.45 -1.75  -0.1435
38 H 2.98 0.30 -1.68  0.0596
39 H 2.13 -1.21 -1.20  0.0426
40 H 4.11 -1.57 -2.84  0.0769
41 H 5.21 -0.92 -1.57  0.0738
42 H 4.37 -2.44 -1.28  0.0737
43 C 2.59 -1.31 1.82  -0.4550
44 C 3.58 -1.96 2.81  -0.1379
45 H 2.02 -2.07 1.27  0.0427
46 H 1.89 -0.66 2.37  0.0552
47 H 3.08 -2.76 3.36  0.0707
48 H 4.44 -2.41 2.29  0.0752
49 H 3.97 -1.25 3.55  0.0802
50 C -0.80 -3.08 1.69  -0.4029
51 C -1.46 -4.46 1.72  -0.1257
52 H -1.08 -2.50 2.57  0.0426
53 H 0.29 -3.15 1.76  0.0663
54 H -2.55 -4.39 1.90  0.0790
55 H -1.25 -5.05 0.82  0.0787
56 H -1.06 -5.01 2.58  0.0900
57 C -0.13 -3.08 -0.98  -0.3868
58 C -0.08 -2.49 -2.39  -0.1449
59 H -0.61 -4.07 -1.03  0.0853
60 H 0.89 -3.21 -0.57  0.0803
61 H -1.01 -2.67 -2.94  0.0827
62 H 0.08 -1.40 -2.38  0.0225
63 H 0.75 -2.91 -2.97  0.0934
64 C -2.78 -2.76 -0.45  -0.3758
65 C -4.00 -2.16 0.24  -0.1430
66 H -2.77 -3.86 -0.34  0.0876
67 H -2.80 -2.55 -1.53  0.0867
68 H -4.87 -2.31 -0.41  0.0839
69 H -4.21 -2.63 1.20  0.0755
70 H -3.90 -1.07 0.39  0.0533
71 N -1.63 1.94 4.12  0.0944
72 C -2.31 0.73 4.29  -0.0243
73 C -1.90 -0.08 3.27  -0.0959
74 N -1.02 0.63 2.44  -0.0413
75 C -0.90 1.86 2.97  -0.1582
76 H -1.76 2.76 4.71  0.1784
77 H -2.95 0.52 5.14  0.1353
78 H -2.17 -1.11 3.06  0.0877
79 H -0.20 2.65 2.68  0.1432

---

4.
Here is a structure of composition C17H28F14Li2N3O19S9 from the OMol25 dataset. Energies are from ωB97M-V with the def2-TZVPD basis set.

Computed properties:
Spin multiplicity: 2
<S²>: 0.75
Total charge: -2
Kohn-Sham gap (spin up / spin down), eV: 4.19 / 7.21

Last column: Löwdin spin population.
Geometry (Å):
1 Li 4.36 1.58 0.45  0.0212
2 Li 2.68 0.63 1.97  0.0180
3 N 4.79 -4.46 1.75  0.0000
4 S 6.42 -4.88 1.52  0.0001
5 O 7.26 -3.90 2.08  0.0001
6 O 6.88 -5.66 0.38  0.0000
7 F 6.45 -6.05 2.59  0.0000
8 S 4.37 -4.61 0.32  0.0002
9 O 4.21 -5.93 -0.32  0.0000
10 O 4.79 -3.60 -0.62  0.0003
11 F 2.86 -4.23 0.61  0.0002
12 N 4.51 0.96 2.35  0.0103
13 S 4.88 2.04 3.66  0.0034
14 O 5.79 3.11 3.37  0.0004
15 O 4.91 1.39 4.96  0.0013
16 F 3.43 2.75 3.74  0.0025
17 S 5.53 -0.09 2.80  0.0037
18 O 4.91 -1.28 3.31  0.0018
19 O 6.97 0.20 2.85  0.0033
20 F 5.56 -0.76 1.28  0.0001
21 N 2.44 1.03 0.12  0.1940
22 S 2.21 -0.40 -0.93  0.1941
23 O 2.93 -0.41 -2.20  0.0814
24 O 0.94 -1.17 -0.88  0.1339
25 F 3.26 -1.43 -0.09  0.0050
26 S 1.22 1.66 -0.65  0.1496
27 O -0.09 1.32 -0.25  0.0561
28 O 1.45 2.18 -2.00  0.0949
29 F 1.34 3.07 0.22  0.0105
30 C -2.81 -0.89 0.08  0.0001
31 C -4.09 -1.70 0.26  0.0000
32 C -5.21 -0.86 -0.33  0.0000
33 S -4.75 0.90 0.02  0.0002
34 O -5.64 1.37 1.09  0.0000
35 O -4.50 1.63 -1.24  0.0000
36 C -3.08 0.49 0.69  0.0008
37 H -2.51 -0.80 -0.96  0.0000
38 H -1.94 -1.35 0.55  0.0001
39 H -4.31 -1.84 1.32  0.0000
40 H -4.12 -2.69 -0.21  0.0000
41 H -6.12 -1.11 0.22  0.0000
42 H -5.43 -0.95 -1.40  0.0000
43 H -3.11 0.59 1.78  0.0001
44 H -2.45 1.30 0.32  0.0009
45 C -0.60 -3.26 4.42  0.0001
46 C -1.04 -3.29 2.90  0.0001
47 C 0.32 -3.12 2.09  0.0014
48 S 1.44 -2.19 3.14  0.0007
49 O 1.71 -0.90 2.54  0.0007
50 O 2.54 -3.07 3.57  0.0001
51 C 0.32 -2.05 4.61  0.0001
52 H -0.13 -4.19 4.75  0.0000
53 H -1.44 -3.29 5.12  0.0000
54 H -1.65 -2.39 2.81  0.0000
55 H -1.65 -4.15 2.62  0.0000
56 H 0.29 -2.63 1.12  0.0015
57 H 0.88 -4.04 1.87  0.0000
58 H -0.37 -1.24 4.39  0.0000
59 H 0.83 -1.69 5.50  0.0000
60 C -1.51 5.08 -0.08  0.0006
61 C -1.62 6.48 -0.68  0.0001
62 C -3.12 6.87 -0.93  0.0000
63 S -3.91 5.32 -1.41  0.0002
64 O -4.09 5.19 -2.87  0.0000
65 O -5.07 5.11 -0.51  0.0000
66 C -2.53 4.26 -0.85  0.0006
67 H -1.71 5.03 0.99  0.0001
68 H -0.48 4.74 -0.14  0.0005
69 H -1.19 6.51 -1.68  0.0001
70 H -1.06 7.28 -0.20  0.0000
71 H -3.25 7.74 -1.57  0.0000
72 H -3.41 7.26 0.05  0.0000
73 H -2.07 3.95 -1.79  0.0003
74 H -2.93 3.32 -0.46  0.0002
75 C -0.62 0.32 -4.39  -0.0001
76 C -1.99 0.83 -3.81  0.0000
77 C -2.73 1.82 -4.69  0.0000
78 F -2.06 2.85 -5.18  0.0001
79 F -3.35 1.19 -5.77  0.0000
80 F -2.86 -0.22 -3.57  0.0000
81 F -1.69 1.34 -2.62  0.0003
82 O -0.20 -0.83 -3.64  -0.0001
83 C -0.35 -2.12 -4.35  0.0001
84 C -0.02 -3.17 -3.26  0.0008
85 F -0.23 -4.48 -3.59  0.0001
86 F 1.18 -3.07 -2.67  0.0020
87 F -1.56 -2.29 -4.83  0.0000
88 F 0.56 -2.17 -5.37  0.0001
89 H 0.25 0.98 -4.31  -0.0001
90 H -0.82 0.04 -5.43  0.0000
91 H -3.49 2.27 -4.04  0.0000
92 H -0.71 -3.03 -2.43  0.0005